ORCA calculation (the ωB97M-V functional and the def2-TZVPD basis) on a 3-piece molecular cluster, C19H38BN2O10 overall.

Element x y z (Å)
C -0.495 1.680 1.281
C -0.072 0.754 2.418
O -0.959 -0.357 2.600
C -1.057 -1.296 1.628
O -2.003 -2.046 1.660
C 0.059 -1.419 0.632
C 1.031 -2.533 1.057
C 2.315 -2.618 0.192
C 2.247 -1.888 -1.153
O 1.494 -2.634 -2.065
B 2.411 -3.324 -3.050
O 3.771 -2.799 -2.656
C 3.597 -1.648 -1.885
C 4.838 -1.533 -0.994
N 4.741 -0.514 0.075
C 3.422 -0.434 -2.856
C 3.741 0.949 -2.352
N 3.036 1.682 -1.579
H -0.934 1.136 0.443
H 0.380 2.218 0.897
H -1.214 2.428 1.620
H -0.118 1.294 3.367
H 0.958 0.408 2.295
H 0.609 -0.491 0.496
H -0.388 -1.679 -0.334
H 1.315 -2.364 2.104
H 0.481 -3.477 1.041
H 3.159 -2.299 0.802
H 2.489 -3.669 -0.064
H 1.762 -0.910 -1.048
H 2.105 -2.978 -4.202
H 2.410 -4.553 -2.916
H 5.696 -1.320 -1.643
H 5.001 -2.526 -0.566
H 5.439 0.209 -0.023
H 4.844 -0.931 0.988
H 4.053 -0.663 -3.721
H 2.385 -0.440 -3.208
H 4.695 1.382 -2.678
H 2.189 1.173 -1.316
C -0.968 7.852 3.080
C 0.041 6.818 3.532
O 0.487 6.001 2.440
C 1.423 6.547 1.661
O 1.923 7.633 1.814
O 1.714 5.680 0.700
C 2.686 6.130 -0.250
H -1.799 7.369 2.564
H -1.361 8.391 3.942
H -0.510 8.570 2.402
H -0.408 6.116 4.231
H 0.902 7.284 4.010
H 3.581 6.481 0.260
H 2.277 6.927 -0.869
H 2.923 5.264 -0.860
C -4.649 -3.689 0.782
C -6.158 -3.626 0.749
O -6.656 -3.421 -0.590
C -6.737 -4.511 -1.342
O -6.501 -5.641 -1.001
O -7.090 -4.139 -2.577
C -7.143 -5.211 -3.520
H -4.214 -2.802 0.326
H -4.295 -3.738 1.810
H -4.282 -4.565 0.248
H -6.524 -2.765 1.305
H -6.614 -4.525 1.162
H -7.781 -6.014 -3.157
H -6.143 -5.598 -3.710
H -7.555 -4.784 -4.429

Summary:
Net charge   -1
Gap between HOMO and LUMO   0.2346 Ha
E_tot   -44453.425 eV

---

ORCA calculation (the ωB97M-V functional and the def2-TZVPD basis) on C19H38F3GaN2P2Si2 as an isolated structure.

Element x y z (Å)
Ga 0.129 0.130 0.354
C 4.150 -0.584 -1.832
Si 3.129 -1.279 -0.415
C 4.166 -1.881 1.033
C 2.447 -2.852 -1.158
N 1.998 -0.036 0.133
C 2.508 1.271 0.261
C 3.855 1.586 0.441
C 4.310 2.897 0.486
C 3.410 3.937 0.349
C 2.058 3.648 0.203
C 1.579 2.340 0.186
N 0.195 2.016 0.116
Si -0.944 3.297 -0.222
C -0.629 4.092 -1.886
C -2.663 2.590 -0.282
C -1.010 4.614 1.120
H 4.857 -1.349 -2.167
H 4.703 0.333 -1.638
H 3.467 -0.389 -2.666
H 4.775 -2.734 0.719
H 3.484 -2.241 1.811
H 4.827 -1.145 1.491
H 3.329 -3.335 -1.595
H 1.724 -2.696 -1.958
H 2.015 -3.539 -0.433
H 4.582 0.793 0.546
H 5.367 3.090 0.623
H 3.740 4.968 0.368
H 1.369 4.476 0.112
H -0.514 3.322 -2.654
H 0.260 4.723 -1.918
H -1.489 4.711 -2.159
H -2.793 1.910 -1.127
H -3.396 3.396 -0.378
H -2.896 2.038 0.628
H -0.138 5.266 1.167
H -1.132 4.160 2.107
H -1.885 5.247 0.944
C -4.593 0.001 0.069
P -2.938 -0.788 0.319
C -3.357 -2.329 -0.580
C -3.161 -1.152 2.126
C -1.910 -1.346 2.987
P -0.563 -0.184 2.620
C 0.830 -0.666 3.669
C -1.085 1.403 3.321
H -5.374 -0.711 0.353
H -4.731 0.256 -0.982
H -4.715 0.907 0.657
H -4.188 -2.835 -0.082
H -2.523 -3.014 -0.674
H -3.690 -2.032 -1.577
H -3.810 -2.024 2.243
H -3.731 -0.297 2.502
H -1.490 -2.341 2.858
H -2.169 -1.225 4.045
H 0.509 -0.717 4.711
H 1.622 0.077 3.570
H 1.212 -1.631 3.347
H -1.295 1.277 4.384
H -1.978 1.779 2.819
H -0.289 2.135 3.187
F -0.083 -1.656 -0.550
C -0.589 -2.674 0.554
F 0.565 -2.744 1.337
F -0.502 -3.809 -0.171

Summary:
Gap between HOMO and LUMO   0.2697 Ha
E_tot   -118164.631 eV
Relative energy (zero: lowest compared OMol25 entry of this formula, charge and spin)   0.0 kJ/mol